Record 1
79
Properties=species:S:1:pos:R:3:forces:R:3 method="wB97M-V/def2-TZVPD" spin_multiplicity=1 relative_energy_kcal_mol=0.0 homo_lumo_gap_ev="6.3 / 6.3" lumo_ev="-3.3 / -3.4" total_charge=+1 e_tot_ha=-7536.303947 max_force_ev_per_a=1.72
W -0.299767 -0.113755 -0.111877 0.0 -0.9 -1.5
C 3.641186 1.410334 -1.583492 0.1 -0.1 -0.1
O 4.200701 1.010934 -0.328671 -0.1 0.1 0.1
C 3.954666 -0.251270 0.080539 0.0 -0.2 0.0
C 5.030191 -0.980632 0.576659 0.0 0.1 -0.1
C 4.896438 -2.296345 0.996819 -0.1 -0.1 0.0
C 3.667101 -2.925257 0.898310 0.2 0.2 0.0
C 2.568510 -2.199135 0.440556 -0.3 -0.1 0.0
C 1.288014 -2.852468 0.310979 0.0 0.2 0.0
N 0.178964 -2.266355 0.014623 0.1 -0.3 0.2
N -0.878722 -3.182949 -0.055861 -0.1 0.4 -0.1
C -1.982642 -2.533491 -0.227750 0.1 -0.4 0.1
O -2.019500 -1.240136 -0.338036 0.0 0.1 0.2
C -3.271537 -3.254505 -0.284574 0.2 -0.1 -0.1
C -3.302076 -4.643523 -0.169660 -0.1 0.0 0.0
C -4.513508 -5.310512 -0.219428 0.0 0.1 0.0
C -5.694531 -4.595481 -0.383465 0.0 -0.1 0.0
C -5.663246 -3.214184 -0.497161 0.0 0.0 0.0
C -4.452509 -2.542242 -0.448612 0.0 0.0 0.0
C 2.690632 -0.857974 0.076172 0.1 0.0 0.0
O 1.588740 -0.144490 -0.233705 0.0 0.1 0.1
H 4.304588 2.179477 -1.970449 0.0 0.0 0.0
H 2.633901 1.798894 -1.461000 0.0 0.0 0.0
H 3.629789 0.561988 -2.275221 0.0 0.1 0.0
H 5.986015 -0.474298 0.603875 0.0 0.0 0.0
H 5.757047 -2.834363 1.367742 0.0 0.0 0.0
H 3.543680 -3.963557 1.173077 0.0 0.0 0.0
H 1.240936 -3.926276 0.457651 0.0 0.0 0.0
H -2.376190 -5.185026 -0.040967 0.0 0.0 0.0
H -4.538766 -6.387578 -0.128997 0.0 0.0 0.0
H -6.640992 -5.118398 -0.419778 0.0 0.0 0.0
H -6.584458 -2.660651 -0.621278 0.0 0.0 0.0
H -4.414214 -1.463731 -0.531482 0.0 0.0 0.0
Se -0.705279 -0.238376 2.322974 -0.1 0.1 0.7
P 0.107049 1.733049 1.696885 0.0 0.7 -0.2
Se 0.258949 2.502219 -0.407517 0.1 0.1 0.7
C -0.912088 2.942775 2.605999 0.0 0.1 0.1
C -1.072593 2.751247 3.980944 0.1 -0.1 -0.1
C -1.801862 3.655849 4.727534 0.0 0.1 0.0
C -2.392112 4.752389 4.108279 0.0 0.0 0.0
C -2.240824 4.947446 2.746199 0.0 0.0 0.0
C -1.494019 4.047968 1.993897 0.1 -0.1 0.0
C 1.784793 1.828940 2.363885 0.1 0.0 0.1
C 2.449922 3.052327 2.254294 -0.1 0.0 0.0
C 3.732551 3.188246 2.748292 0.0 0.0 0.0
C 4.365864 2.104743 3.344500 0.0 0.0 0.0
C 3.710343 0.890733 3.455404 0.0 0.0 0.0
C 2.418026 0.750617 2.969441 -0.1 0.0 0.0
H -0.623274 1.892413 4.466595 0.0 0.0 0.0
H -1.914475 3.509555 5.793219 0.0 0.0 0.0
H -2.969424 5.455778 4.693609 0.0 0.0 0.0
H -2.695543 5.804108 2.267109 0.0 0.0 0.0
H -1.355280 4.199053 0.932168 0.0 0.0 0.0
H 1.961155 3.890673 1.773174 0.0 0.0 0.0
H 4.244701 4.137138 2.664724 0.0 0.0 0.0
H 5.373508 2.213591 3.722894 0.0 0.0 0.0
H 4.202816 0.046031 3.917711 0.0 0.0 0.0
H 1.914160 -0.204140 3.058036 0.0 0.0 0.0
N -1.655548 0.400912 -4.129046 0.3 -0.1 0.3
C -0.537881 -0.329198 -4.516308 -0.1 0.0 -0.2
C -0.093622 -0.744942 -5.768311 0.0 0.0 0.1
C 1.075037 -1.473777 -5.791684 0.1 0.0 0.0
C 1.779851 -1.782531 -4.615299 0.0 0.0 0.0
C 1.338067 -1.367746 -3.378469 0.0 0.0 0.0
C 0.156204 -0.628187 -3.342746 0.0 0.0 0.0
N -0.535156 -0.070086 -2.273243 -0.3 0.1 -0.3
C -1.593492 0.525146 -2.784201 -0.3 0.2 0.2
C -2.556524 1.170643 -1.895418 0.1 -0.1 -0.2
C -3.731784 1.803669 -2.158015 0.2 -0.1 0.1
S -4.463720 2.291818 -0.693826 0.2 -0.1 0.0
C -3.168011 1.615537 0.188006 0.0 0.0 -0.1
N -2.240115 1.088136 -0.555863 -0.2 0.0 0.0
H -2.371422 0.768218 -4.730571 0.0 0.0 0.0
H -0.631778 -0.511067 -6.675899 0.0 0.0 0.0
H 1.459646 -1.820184 -6.740890 0.0 0.0 0.0
H 2.690594 -2.360577 -4.686669 0.0 0.0 0.0
H 1.880897 -1.604742 -2.473322 0.0 0.0 0.0
H -4.195101 1.992057 -3.110499 0.0 0.0 0.0
H -3.121613 1.639519 1.266466 0.0 0.0 0.0


Record 2
15
Properties=species:S:1:pos:R:3:forces:R:3 method="wB97M-V/def2-TZVPD" spin_multiplicity=1 relative_energy_kcal_mol=53.8 homo_lumo_gap_ev=10.3 lumo_ev=0.9 e_tot_ha=-287.746680 smiles="CCNC(C)=O" max_force_ev_per_a=6.25
C -1.012433 -1.212889 -1.468521 -2.2 5.8 0.7
C 0.148177 -0.135795 -1.593847 -1.5 0.2 0.0
N 0.879766 0.393958 -0.422826 -2.2 -2.5 -2.5
C 0.591689 -0.117843 1.013038 0.2 -0.6 -3.9
C 0.249256 1.065722 1.814209 -0.9 -1.4 4.9
O 0.243236 0.185394 -2.777786 1.7 1.0 2.0
H -0.489470 -2.040241 -1.440627 1.8 -4.9 0.3
H -1.714862 -1.008433 -0.627213 0.8 -0.6 -0.2
H -1.658010 -1.076158 -2.364125 1.0 -0.3 0.4
H 1.187551 1.326138 -0.657326 0.3 0.1 0.6
H 1.497898 -0.677381 1.323705 -0.7 0.3 0.0
H -0.316542 -0.830614 0.842894 1.9 1.2 0.8
H 0.733807 1.042958 2.900706 -1.3 -0.4 -1.9
H -0.844481 1.059815 1.897264 0.2 0.3 0.5
H 0.504418 2.025368 1.560456 1.0 2.0 -1.7


Record 3
23
Properties=species:S:1:pos:R:3:forces:R:3 method="wB97M-V/def2-TZVPD" spin_multiplicity=1 relative_energy_kcal_mol=1.8 homo_lumo_gap_ev=10.1 lumo_ev=1.0 e_tot_ha=-351.327289 smiles=Cc1ccccc1.CC max_force_ev_per_a=0.34
C -2.928454 -1.258507 -2.171686 -0.1 0.1 0.3
C -0.135029 0.287878 -0.106542 -0.1 0.2 -0.2
C 0.212386 -0.757011 0.735108 0.1 0.1 0.0
C -1.149596 0.128412 -1.040342 -0.2 -0.2 0.0
C -1.841444 -1.075650 -1.142850 0.0 0.0 -0.1
C -0.477510 -1.957425 0.641995 0.1 -0.1 0.1
C -1.494588 -2.116128 -0.287010 0.0 0.0 0.1
H 0.368270 1.244770 -0.061559 0.1 0.0 0.1
H 1.016620 -0.631337 1.451433 -0.1 0.0 0.0
H -1.447754 0.940433 -1.693033 0.2 0.1 0.0
H -0.214454 -2.775943 1.301123 0.0 0.0 0.0
H -3.336556 -0.296404 -2.478235 0.0 0.0 -0.1
H -3.751947 -1.838012 -1.753404 0.0 -0.1 -0.1
H -2.026574 -3.061000 -0.336803 0.0 0.1 0.0
H -2.555185 -1.778828 -3.053446 0.0 0.0 0.0
C 2.946932 2.032135 1.755929 0.1 0.1 0.0
C 3.470242 3.363796 1.217907 0.0 -0.2 0.1
H 1.995457 1.759761 1.302103 0.0 0.0 0.0
H 3.644976 1.215148 1.563812 0.0 0.1 0.0
H 2.803983 2.097015 2.834193 -0.1 -0.1 0.0
H 4.358214 3.662676 1.776570 0.0 0.1 -0.1
H 2.721240 4.147516 1.327674 0.0 0.0 0.0
H 3.736128 3.300301 0.162141 0.0 0.0 0.0


Record 4
9
Properties=species:S:1:pos:R:3:forces:R:3 method="wB97M-V/def2-TZVPD" spin_multiplicity=1 relative_energy_kcal_mol=38.5 homo_lumo_gap_ev=7.5 lumo_ev=3.7 total_charge=-1 e_tot_ha=-764.272077 smiles="O=c1c([O-])c1CCl" max_force_ev_per_a=3.40
C -1.538388 0.498534 0.141903 0.3 -0.5 0.8
C -2.763705 0.248941 0.776439 0.2 -0.6 0.1
C -2.643556 0.280356 -0.691875 1.1 1.4 0.6
C -0.128275 0.565932 0.403830 3.2 -0.2 1.1
O -3.319964 -0.003937 1.840027 -0.4 0.2 0.1
O -2.967314 0.470501 -1.839991 -1.3 -0.6 -1.6
Cl 0.899552 1.993869 -0.412570 -0.6 -0.6 0.1
H 0.557514 -0.294348 0.208724 -1.1 0.3 -1.1
H 0.277594 0.673312 1.439890 -1.5 0.6 -0.3


Record 5
51
Properties=species:S:1:pos:R:3:forces:R:3 method="wB97M-V/def2-TZVPD" spin_multiplicity=1 homo_lumo_gap_ev=4.6 lumo_ev=5.0 total_charge=-2 e_tot_ha=-1328.746051 max_force_ev_per_a=1.04
Pd 1.046122 -1.272998 -0.648191 -0.6 0.1 -0.5
C -0.456366 -2.910392 2.852246 -0.1 0.0 0.0
C -1.275152 -1.906941 3.372969 0.1 -0.1 -0.1
C -0.934956 -0.595973 3.155887 0.0 0.2 0.0
C 0.215788 -0.265893 2.401102 -0.1 -0.6 -0.2
N 0.971132 -1.247996 1.847754 -0.1 0.3 1.0
C 0.636391 -2.513740 2.107450 0.0 0.0 0.0
N 0.529671 1.065168 2.311519 0.3 0.6 0.0
C 1.284740 1.511807 1.333319 -0.3 -0.7 -0.1
N 1.683266 0.845253 0.252002 -0.1 0.1 0.3
C 2.436791 1.637447 -0.548142 0.0 -0.6 -0.6
N 2.969681 1.280073 -1.679953 0.1 0.6 0.6
C 2.904859 -0.060361 -2.028320 0.3 -0.6 -0.8
C 2.857625 -0.376444 -3.389341 0.0 0.4 0.4
C 2.662384 -1.693966 -3.795590 -0.1 -0.5 0.1
C 2.518472 -2.668700 -2.822848 0.3 0.2 -0.3
C 2.727781 -2.319333 -1.472113 0.0 -0.3 -0.2
N 3.049667 -1.051220 -1.062812 0.2 0.3 0.0
C 2.506219 2.987356 0.044953 -0.1 0.4 0.4
C 3.130353 4.164212 -0.327883 0.0 -0.1 -0.2
C 3.014256 5.274393 0.502910 -0.1 0.0 0.1
C 2.292079 5.199716 1.693362 0.1 0.0 -0.1
C 1.674559 4.011183 2.074402 -0.1 -0.1 0.1
C 1.789743 2.908165 1.250732 0.3 0.4 -0.2
H -0.678868 -3.960524 2.995321 0.0 0.0 0.0
H -2.166960 -2.161224 3.936923 0.0 0.0 0.0
H -1.537117 0.215308 3.546117 0.0 0.0 0.0
H 1.286863 -3.262644 1.663183 0.0 0.0 0.0
H 2.898665 0.440420 -4.099491 0.0 0.0 0.0
H 2.548292 -1.942177 -4.845676 0.0 0.0 0.0
H 2.307277 -3.699809 -3.079883 0.0 0.0 0.0
H 2.952402 -3.106753 -0.755469 0.0 0.0 0.0
H 3.688699 4.211531 -1.255503 0.0 0.0 0.0
H 3.489156 6.209758 0.226263 0.0 0.0 0.0
H 2.220100 6.077195 2.327114 0.0 0.0 0.0
H 1.114776 3.946018 3.000254 0.0 0.0 0.0
C -4.188791 -0.946502 0.706043 0.0 0.0 0.0
C -3.674651 -1.042466 -0.739174 0.1 0.1 0.0
C -4.410184 -2.187582 -1.450709 -0.1 0.0 0.0
C -3.988599 0.277103 -1.464191 0.0 0.0 0.0
C -2.220779 -1.267743 -0.745979 -0.1 -0.1 -0.1
C -1.005296 -1.419237 -0.773239 0.1 -0.1 0.1
H -5.258726 -0.699976 0.724685 0.0 0.0 0.0
H -3.634344 -0.179587 1.247786 0.0 0.0 0.0
H -4.034868 -1.894380 1.225450 0.0 0.0 0.0
H -5.493944 -2.011018 -1.449055 0.0 0.0 0.0
H -4.205786 -3.135329 -0.949905 0.0 0.0 0.0
H -4.069068 -2.270951 -2.483874 0.0 0.0 0.0
H -5.066350 0.488508 -1.454841 0.0 0.0 0.0
H -3.647174 0.223605 -2.499033 0.0 0.0 0.0
H -3.459829 1.097637 -0.978520 0.0 0.0 0.0


Record 6
50
Properties=species:S:1:pos:R:3:forces:R:3 method="wB97M-V/def2-TZVPD" spin_multiplicity=1 relative_energy_kcal_mol=0.0 homo_lumo_gap_ev=7.5 lumo_ev=-0.5 e_tot_ha=-2131.467729 max_force_ev_per_a=1.35
C 1.498669 3.227274 2.444081 -0.1 0.1 0.2
H 1.782681 4.250243 2.687897 -0.1 -0.1 0.0
O 2.397732 2.821440 1.440968 0.2 -0.4 -0.3
C 2.254087 1.566975 0.902918 0.0 0.0 0.0
C 1.300861 0.662929 1.352715 -0.1 -0.2 0.1
C 1.211990 -0.615947 0.822104 0.3 0.5 -0.2
C 2.064891 -1.000169 -0.207875 0.0 0.0 0.0
C 2.990430 -0.097759 -0.701491 0.1 0.2 0.1
C 3.112461 1.194617 -0.143600 0.1 -0.1 -0.2
O 4.094622 1.941520 -0.713371 -0.2 -0.4 0.2
C 4.161603 3.335265 -0.516488 0.1 0.5 0.0
H 4.930799 3.679798 -1.207847 -0.1 0.0 0.0
H 4.449617 3.589115 0.505672 0.0 0.0 -0.1
H 3.213875 3.823152 -0.755136 0.1 0.0 0.0
O 3.835516 -0.353344 -1.735596 -0.1 0.3 0.2
C 3.721036 -1.589613 -2.399468 0.0 -0.2 -0.1
H 4.421291 -1.538697 -3.231610 -0.1 -0.1 0.0
H 2.709419 -1.752555 -2.784035 0.0 0.0 0.0
H 3.999793 -2.423778 -1.746327 0.0 0.0 0.0
H 1.958345 -1.964460 -0.675598 0.0 -0.1 -0.1
C 0.134093 -1.494186 1.337332 0.1 -0.2 0.2
O -0.914780 -1.049192 1.775398 -0.1 0.1 0.1
N 0.393432 -2.830782 1.312172 0.2 -0.1 -0.1
H 1.229248 -3.152331 0.851200 0.0 0.1 0.1
C -0.651330 -3.792365 1.562140 -0.3 0.0 -0.1
H -1.349843 -3.330510 2.265405 0.1 -0.2 0.0
H -0.227483 -4.696884 2.001278 -0.1 0.0 0.0
C -1.408963 -4.139015 0.267116 0.1 -0.2 0.3
N -1.854849 -2.908997 -0.355627 0.0 -0.5 0.2
C -1.056125 -2.263596 -1.250570 -0.3 0.4 -0.3
O -0.062112 -2.702063 -1.765121 0.2 -0.1 -0.2
S -1.723322 -0.646685 -1.582738 0.1 0.1 -0.1
C -3.020685 -0.880969 -0.431487 -0.5 0.9 -0.1
C -3.970436 -0.001385 -0.044280 0.6 -1.2 0.1
C -4.160546 1.335572 -0.476871 -0.3 1.0 -0.2
C -3.452331 2.098324 -1.380955 -0.1 -0.5 0.3
C -3.964553 3.394967 -1.526207 -0.2 0.3 0.1
C -5.057010 3.623079 -0.741421 -0.1 -0.2 0.1
S -5.482292 2.256436 0.194107 0.6 0.0 -0.4
H -5.637007 4.521311 -0.661567 -0.1 0.2 0.0
H -3.544136 4.132994 -2.185480 0.0 0.1 -0.1
H -2.595062 1.732080 -1.914713 0.1 0.0 -0.1
H -4.664184 -0.376817 0.699137 0.0 -0.1 0.0
C -2.950083 -2.221077 0.155727 -0.2 -0.2 0.1
O -3.725033 -2.705492 0.942199 0.0 -0.1 0.1
H -0.761435 -4.656455 -0.444335 -0.1 0.0 0.1
H -2.288886 -4.742536 0.496060 0.1 0.0 -0.1
H 0.606911 0.923010 2.134412 -0.1 0.1 0.1
H 0.463454 3.212616 2.089671 0.0 0.0 0.0
H 1.585640 2.604964 3.340093 0.0 0.0 0.0